Entry 1:
The following is a quantum chemistry calculation of a structure of composition C25H21Br4MoN2O12P2, from OMol25.

HOMO (alpha / beta) = -11.5 / -11.5 eV
calculated total energy = -13024.74873 hartree
energy relative to the best compared isomer or geometry (same formula, charge and spin) = 35.4 kJ/mol
LUMO level (alpha / beta) = -0.2164 / -0.2169 Eh

Structure (ORCA input):
```
! RIJCOSX wB97M-V def2-TZVPD def2/J DEFGRID3
* xyz 1 1
Mo 0.528 0.569 -0.246
Br 2.861 -5.793 1.053
C 1.873 -4.338 0.418
C 0.642 -4.552 -0.248
Br -0.008 -6.287 -0.499
C -0.104 -3.477 -0.729
Br -1.728 -3.634 -1.640
C 0.402 -2.213 -0.513
O -0.151 -1.036 -0.841
C 1.615 -1.996 0.147
O 1.874 -0.692 0.273
C 2.370 -3.052 0.614
Br 3.980 -2.663 1.476
O 2.723 3.363 2.035
P 1.407 2.541 1.885
O 0.130 3.194 2.153
O 1.567 1.927 0.398
O 1.616 1.214 2.772
P 0.405 0.107 2.824
O -0.570 0.622 3.924
O 0.872 -1.256 2.965
O -0.313 0.442 1.418
H 2.803 3.862 2.857
H -0.933 1.506 3.761
C 2.303 1.570 -4.212
C 3.017 0.267 -3.836
C 2.089 -0.358 -2.825
O 1.557 0.793 -2.083
C 1.590 1.999 -2.939
H 1.582 1.395 -5.009
H 2.999 2.337 -4.543
H 3.988 0.467 -3.384
H 3.161 -0.393 -4.690
H 2.587 -1.007 -2.112
H 1.247 -0.878 -3.281
H 2.103 2.768 -2.372
H 0.565 2.307 -3.119
O -2.697 -0.089 -1.051
C -2.353 1.046 -1.200
N -3.105 2.109 -1.559
C -2.431 3.396 -1.544
C -1.027 2.975 -1.111
O -0.094 3.697 -0.947
N -0.986 1.541 -1.013
C -3.115 4.362 -0.577
C -2.461 4.947 0.499
C -3.149 5.824 1.331
C -4.483 6.113 1.098
C -5.136 5.531 0.017
C -4.452 4.667 -0.821
C -2.312 4.011 -2.951
C -3.024 3.479 -4.018
C -2.955 4.076 -5.272
C -2.168 5.199 -5.465
C -1.452 5.730 -4.398
C -1.525 5.144 -3.145
H -4.109 2.029 -1.529
H -1.425 4.718 0.708
H -2.634 6.281 2.167
H -5.016 6.790 1.752
H -6.175 5.759 -0.179
H -4.962 4.250 -1.685
H -3.631 2.593 -3.884
H -3.521 3.659 -6.095
H -2.117 5.665 -6.441
H -0.843 6.614 -4.540
H -0.978 5.572 -2.314
*
```

Entry 2:
The following is a quantum chemistry calculation of a structure of composition C25H21Cl2N2O4Zn, from OMol25.

HOMO = -3.0 eV
calculated total energy = -4075.47520 hartree
energy relative to the best compared isomer or geometry (same formula, charge and spin) = 40.8 kJ/mol
LUMO level = 0.0534 Eh

Structure (ORCA input):
```
! RIJCOSX wB97M-V def2-TZVPD def2/J DEFGRID3
* xyz -1 1
C -7.280 -2.515 -1.147
C -6.987 -1.252 -0.607
C -5.793 -0.602 -0.938
C -4.892 -1.218 -1.818
C -3.592 -0.555 -2.130
O -2.608 -1.339 -1.404
C -1.398 -0.748 -1.418
N -0.589 -1.490 -0.510
N 0.558 -1.024 -0.291
C 1.617 -2.009 -0.347
O 1.530 -3.136 -0.770
O 2.737 -1.411 0.130
C 3.822 -2.368 0.290
C 4.981 -1.575 0.801
C 6.242 -1.737 0.210
C 7.316 -0.945 0.629
C 7.143 -0.008 1.662
C 5.888 0.113 2.284
C 4.807 -0.673 1.862
O -1.070 0.241 -2.056
C -5.172 -2.476 -2.365
C -6.372 -3.118 -2.037
H -8.224 -3.015 -0.903
H -7.688 -0.768 0.078
H -5.534 0.383 -0.536
H -3.335 -0.599 -3.198
H -3.557 0.471 -1.743
H 3.515 -3.143 1.013
H 4.048 -2.840 -0.675
H 6.340 -2.480 -0.588
H 8.292 -1.062 0.148
H 7.987 0.597 2.010
H 5.741 0.830 3.100
H 3.826 -0.577 2.343
H -4.445 -2.934 -3.047
H -6.590 -4.099 -2.470
Cl -2.742 2.646 4.700
Zn -0.733 3.365 4.582
Cl 1.080 4.207 3.801
C -1.459 1.967 1.344
C -0.713 0.896 1.872
C 0.451 0.698 1.059
C 0.509 1.787 0.116
C -0.677 2.604 0.316
C -0.728 3.869 -0.276
C 0.187 4.163 -1.295
C 1.268 3.302 -1.579
C 1.475 2.140 -0.815
H -2.394 2.374 1.741
H -0.975 0.276 2.727
H 1.302 0.089 1.351
H -1.466 4.604 0.059
H 0.047 5.056 -1.907
H 1.957 3.543 -2.395
H 2.347 1.494 -0.966
*
```

Entry 3:
The following is a quantum chemistry calculation of a structure of composition C25H21ClCoF6N3O2S2, from OMol25.

HOMO (alpha / beta) = -8.5 / -8.5 eV
calculated total energy = -4518.59624 hartree
energy relative to the best compared isomer or geometry (same formula, charge and spin) = 0.0 kJ/mol
LUMO level (alpha / beta) = -0.0377 / -0.0352 Eh

Structure (ORCA input):
```
! RIJCOSX wB97M-V def2-TZVPD def2/J DEFGRID3
* xyz 0 1
Co -0.625 0.424 0.443
C 3.298 -0.300 -1.098
C 1.857 0.114 -0.994
N 1.115 -0.271 0.008
N 1.776 -1.120 0.917
C 1.043 -1.437 1.919
S -0.557 -0.849 2.182
S 1.751 -2.591 3.077
C 0.887 -4.073 2.438
C 1.345 -4.497 1.075
C 0.667 -4.046 -0.053
C 1.109 -4.383 -1.326
C 2.236 -5.176 -1.481
C 2.915 -5.636 -0.359
C 2.472 -5.296 0.909
C 1.322 0.962 -2.052
C 2.185 1.490 -3.038
C 1.717 2.298 -4.044
C 0.350 2.604 -4.100
C -0.521 2.089 -3.174
C -0.054 1.252 -2.141
O -0.942 0.744 -1.321
H 3.599 -0.932 -0.274
H 3.913 0.601 -1.116
H 3.467 -0.832 -2.035
H -0.180 -3.852 2.436
H 1.073 -4.837 3.192
H -0.217 -3.429 0.066
H 0.569 -4.028 -2.195
H 2.582 -5.443 -2.472
H 3.791 -6.261 -0.475
H 3.009 -5.651 1.782
H 3.238 1.254 -3.010
H 2.398 2.692 -4.785
H -0.026 3.252 -4.882
H -1.582 2.299 -3.202
Cl -1.149 5.799 1.065
C -0.213 4.390 1.403
C 0.865 4.443 2.265
C 1.591 3.285 2.488
C 1.209 2.119 1.855
N 0.154 2.083 1.035
C -0.557 3.191 0.805
H 1.127 5.374 2.750
H 2.443 3.280 3.151
H 1.747 1.193 1.997
H -1.403 3.106 0.140
C -4.211 -0.362 1.115
C -3.610 1.005 0.779
O -2.266 1.070 0.975
C -3.985 1.358 -0.686
F -3.663 0.353 -1.509
F -5.303 1.582 -0.845
F -3.348 2.459 -1.130
C -4.211 2.057 1.741
F -3.826 3.309 1.432
F -3.802 1.817 2.994
F -5.554 2.047 1.757
H -3.759 -1.110 0.467
H -5.293 -0.385 0.990
H -3.963 -0.599 2.148
*
```

Entry 4:
The following is a quantum chemistry calculation of a structure of composition C25H21CrF4O3, from OMol25.

HOMO (alpha / beta) = -10.7 / -10.7 eV
calculated total energy = -2634.58966 hartree
LUMO level (alpha / beta) = -0.2456 / -0.2154 Eh

Structure (ORCA input):
```
! RIJCOSX wB97M-V def2-TZVPD def2/J DEFGRID3
* xyz 1 5
Cr 3.676 1.215 -3.686
O 0.483 1.057 -1.926
C 1.539 1.574 -1.331
O 1.533 2.070 -0.233
O 2.663 1.571 -2.007
H -0.250 1.099 -1.276
F 4.156 -2.568 0.090
C 2.856 -2.718 0.381
C 2.509 -3.296 1.581
C 1.163 -3.391 1.872
C 0.196 -2.833 1.050
C 0.607 -2.145 -0.090
C 1.929 -2.158 -0.470
H 3.258 -3.617 2.289
H 0.807 -3.913 2.755
H -0.859 -2.857 1.281
H -0.181 -1.661 -0.658
H 2.212 -1.658 -1.386
F -1.935 0.229 -0.529
C -2.687 1.252 0.003
C -3.237 2.189 -0.852
C -4.004 3.195 -0.289
C -4.101 3.316 1.088
C -3.521 2.366 1.917
C -2.820 1.300 1.370
H -2.939 2.095 -1.891
H -4.531 3.877 -0.944
H -4.582 4.199 1.488
H -3.627 2.392 2.994
H -2.402 0.517 1.989
F 3.052 2.274 2.424
C 2.203 1.690 3.310
C 1.373 0.684 2.861
C 0.490 0.138 3.798
C 0.447 0.587 5.119
C 1.393 1.497 5.558
C 2.275 2.059 4.642
H 1.443 0.346 1.838
H -0.218 -0.605 3.454
H -0.299 0.113 5.746
H 1.425 1.751 6.608
H 3.010 2.763 5.012
F 2.089 -0.246 -4.158
C 0.818 -0.820 -4.438
C -0.169 -0.018 -4.974
C -1.399 -0.607 -5.190
C -1.650 -1.902 -4.796
C -0.634 -2.660 -4.212
C 0.618 -2.108 -4.048
H 0.033 1.031 -5.152
H -2.242 -0.028 -5.548
H -2.625 -2.350 -4.921
H -0.823 -3.673 -3.886
H 1.479 -2.614 -3.623
*
```

Entry 5:
The following is a quantum chemistry calculation of a structure of composition C25H21CrN2O3, from OMol25.

HOMO (alpha / beta) = -12.4 / -13.9 eV
calculated total energy = -2344.27516 hartree
LUMO level (alpha / beta) = -0.2102 / -0.2994 Eh

Structure (ORCA input):
```
! RIJCOSX wB97M-V def2-TZVPD def2/J DEFGRID3
* xyz 2 4
O -1.829 4.706 1.198
C -1.028 4.063 0.649
Cr 0.446 3.164 -0.157
C 1.165 2.959 1.568
O 1.569 2.939 2.663
C 1.172 4.925 -0.178
O 1.541 6.026 -0.081
C -0.214 2.930 -2.193
C -0.951 2.084 -1.351
C -0.276 1.182 -0.510
C 1.124 1.003 -0.592
C 1.788 -0.030 0.178
C 2.353 -0.902 0.825
C 3.155 -1.619 1.833
C 2.430 -1.711 3.171
C 3.142 -2.168 4.286
C 2.539 -2.188 5.547
C 1.231 -1.702 5.708
C 0.530 -1.215 4.600
C 1.134 -1.219 3.335
C 1.841 2.004 -1.286
C 1.188 2.914 -2.139
H -0.730 3.651 -2.833
H -2.044 2.149 -1.313
H -0.857 0.558 0.175
H 4.090 -1.078 2.007
H 4.180 -2.484 4.181
H 3.087 -2.597 6.399
H 0.768 -1.710 6.697
H -0.492 -0.846 4.716
H 0.621 -0.816 2.463
H 2.931 2.037 -1.215
H 1.773 3.630 -2.725
C 3.447 -7.904 0.141
N 4.452 -6.958 0.588
C 5.732 -7.595 0.834
C 4.161 -5.658 0.878
C 5.068 -4.786 1.538
C 4.705 -3.480 1.794
N 3.510 -2.958 1.407
C 2.590 -3.796 0.871
C 2.917 -5.085 0.498
H 2.451 -7.458 0.118
H 3.711 -8.281 -0.857
H 3.441 -8.770 0.817
H 6.569 -6.888 0.819
H 5.717 -8.146 1.790
H 5.878 -8.350 0.049
H 6.036 -5.136 1.887
H 5.319 -2.804 2.390
H 1.578 -3.404 0.803
H 2.191 -5.630 -0.098
*
```

Entry 6:
The following is a quantum chemistry calculation of a structure of composition C25H21F3N3NiO4, from OMol25.

HOMO (alpha / beta) = -5.1 / -5.3 eV
calculated total energy = -3238.60798 hartree
LUMO level (alpha / beta) = 0.0987 / 0.0939 Eh

Structure (ORCA input):
```
! RIJCOSX wB97M-V def2-TZVPD def2/J DEFGRID3
* xyz -1 3
Ni -0.131 -0.197 0.286
C 2.108 0.220 3.841
C 1.637 1.584 3.410
C 2.343 2.753 3.755
C 1.907 3.933 3.159
C 0.816 3.960 2.219
C 0.015 2.855 2.013
C -1.188 2.894 1.161
C 0.526 1.656 2.570
N -0.110 0.475 2.185
C -0.758 -0.308 3.103
O -0.924 -0.103 4.292
C -1.380 -1.496 2.463
C -1.994 -2.540 3.124
C -2.661 -3.521 2.358
C -2.737 -3.422 0.975
C -1.969 -2.426 0.352
N -1.326 -1.564 1.112
C -1.831 -2.204 -1.158
O -2.438 -2.984 -1.901
N -1.047 -1.158 -1.430
C -0.727 -0.955 -2.788
C -0.068 -1.875 -3.637
C 0.450 -3.201 -3.143
C 0.330 -1.444 -4.879
C -0.050 -0.186 -5.351
C -0.689 0.708 -4.537
C -1.078 0.302 -3.246
C -1.837 1.233 -2.356
H 3.019 0.312 4.392
H 2.131 -0.540 2.997
H 1.377 -0.206 4.583
H 3.160 2.684 4.461
H 2.405 4.868 3.282
H 0.589 4.926 1.749
H -1.031 3.611 0.327
H -2.065 3.284 1.749
H -1.513 1.908 0.742
H -2.017 -2.621 4.199
H -3.244 -4.336 2.805
H -3.156 -4.185 0.343
H -0.297 -3.950 -3.258
H 0.603 -3.116 -2.073
H 1.401 -3.421 -3.582
H 0.846 -2.168 -5.512
H 0.143 0.123 -6.381
H -1.049 1.658 -4.928
H -2.584 1.865 -2.895
H -1.203 1.841 -1.691
H -2.376 0.658 -1.660
F 4.311 -0.263 -1.261
C 3.396 0.693 -1.347
F 3.773 1.778 -0.635
F 3.217 1.076 -2.666
C 2.012 0.290 -0.759
O 1.939 -0.827 -0.189
O 1.025 1.070 -0.742
*
```

Entry 7:
The following is a quantum chemistry calculation of a structure of composition C25H21F6MoN4O6S2, from OMol25.

HOMO (alpha / beta) = -17.6 / -17.6 eV
calculated total energy = -3098.45185 hartree
energy relative to the best compared isomer or geometry (same formula, charge and spin) = 0.0 kJ/mol
LUMO level (alpha / beta) = -0.4126 / -0.4126 Eh

Structure (ORCA input):
```
! RIJCOSX wB97M-V def2-TZVPD def2/J DEFGRID3
* xyz 3 1
Mo 0.973 -0.170 0.299
C 4.293 1.774 0.485
C 4.250 0.640 -0.487
C 4.994 0.660 -1.637
C 4.985 -0.432 -2.515
C 4.253 -1.580 -2.257
C 3.485 -1.681 -1.108
C 2.851 -2.994 -0.775
C 3.450 -0.535 -0.242
N 2.725 -0.622 0.931
C 3.181 -0.664 2.288
O 4.315 -0.811 2.596
C 1.978 -0.559 3.159
C 1.967 -0.682 4.533
C 0.742 -0.560 5.187
C -0.416 -0.305 4.457
C -0.313 -0.182 3.085
N 0.859 -0.324 2.461
C -1.440 0.197 2.186
O -2.525 0.534 2.558
N -1.067 0.135 0.823
C -2.678 0.725 -0.855
C -3.179 1.704 -1.774
C -2.536 3.049 -1.987
C -4.247 1.366 -2.554
C -4.863 0.065 -2.625
C -4.313 -0.935 -1.943
C -3.221 -0.727 -0.939
C -3.722 -1.275 0.391
H 4.494 2.712 -0.030
H 5.102 1.611 1.201
H 3.369 1.898 1.053
H 5.605 1.523 -1.868
H 5.595 -0.386 -3.408
H 4.320 -2.424 -2.931
H 2.161 -3.300 -1.562
H 2.324 -3.013 0.179
H 3.632 -3.755 -0.726
H 2.893 -0.868 5.063
H 0.694 -0.654 6.264
H -1.379 -0.182 4.934
H -2.843 3.802 -1.259
H -2.833 3.429 -2.963
H -1.448 2.987 -2.012
H -4.624 2.121 -3.236
H -5.696 -0.089 -3.296
H -4.653 -1.960 -2.031
H -4.307 -2.173 0.207
H -4.366 -0.535 0.868
H -2.906 -1.526 1.056
F -3.056 4.618 1.166
C -2.916 3.351 1.503
F -3.931 2.645 1.042
F -2.787 3.224 2.790
S -1.239 2.860 0.669
O 1.217 1.280 -0.404
O -0.366 2.481 1.759
N -1.766 1.045 0.052
S -0.837 -1.229 -2.112
O -2.146 -1.682 -1.401
O 0.301 -1.456 -1.098
C -0.630 -2.809 -3.137
F -1.609 -2.792 -4.007
F -0.692 -3.847 -2.348
F 0.543 -2.714 -3.719
*
```

Entry 8:
The following is a quantum chemistry calculation of a structure of composition C25H22AlO7P4S2, from OMol25.

HOMO = -4.9 eV
calculated total energy = -3897.40217 hartree
energy relative to the best compared isomer or geometry (same formula, charge and spin) = 6.7 kJ/mol
LUMO level = 0.0939 Eh

Structure (ORCA input):
```
! RIJCOSX wB97M-V def2-TZVPD def2/J DEFGRID3
* xyz -1 1
Al 1.756 1.489 -0.915
S 1.381 1.205 2.513
P 0.770 -0.223 1.278
C 0.342 0.218 -0.339
P -0.814 1.473 -0.451
S 0.248 3.223 -0.626
C -2.074 1.567 0.850
C -1.996 2.530 1.847
C -2.935 2.547 2.871
C -3.945 1.598 2.900
C -4.018 0.626 1.910
C -3.087 0.610 0.888
C -1.808 1.305 -1.964
C -2.963 2.064 -2.139
C -3.684 1.980 -3.318
C -3.247 1.141 -4.337
C -2.094 0.390 -4.168
C -1.376 0.468 -2.983
C -0.595 -1.185 2.042
C -1.089 -0.882 3.300
C -2.123 -1.634 3.846
C -2.665 -2.692 3.136
C -2.172 -3.002 1.871
C -1.145 -2.250 1.329
C 2.052 -1.503 1.115
C 2.726 -1.920 2.261
C 3.711 -2.888 2.178
C 4.043 -3.436 0.943
C 3.381 -3.020 -0.199
C 2.379 -2.061 -0.112
H -1.184 3.245 1.828
H -2.867 3.295 3.649
H -4.671 1.607 3.703
H -4.794 -0.128 1.942
H -3.143 -0.154 0.123
H -3.303 2.724 -1.349
H -4.583 2.570 -3.442
H -3.805 1.079 -5.263
H -1.746 -0.258 -4.962
H -0.477 -0.120 -2.840
H -0.657 -0.046 3.837
H -2.507 -1.383 4.826
H -3.471 -3.278 3.561
H -2.591 -3.827 1.309
H -0.768 -2.478 0.338
H 2.494 -1.455 3.211
H 4.235 -3.200 3.072
H 4.832 -4.175 0.872
H 3.652 -3.426 -1.165
H 1.853 -1.727 -1.000
O 2.744 -0.242 -4.270
P 3.205 1.147 -3.618
O 3.702 2.081 -4.631
O 2.035 1.543 -2.712
O 4.349 0.641 -2.598
P 4.769 1.211 -1.148
O 5.157 2.735 -1.460
O 5.882 0.452 -0.582
O 3.442 1.294 -0.373
H 3.170 -0.344 -5.129
H 6.088 2.883 -1.256
*
```